Computed, not measured: C28H25Cl2N5O3RuS3Si as an isolated structure, with ωB97M-V with the def2-TZVPD basis set.

Each line ends with the Löwdin spin population.
Atoms and positions in Å:
Ru -0.51446 0.65442 -0.93421  3.8244
Cl -3.18670 6.54492 2.00395  0.0014
C -2.51890 5.43877 0.83506  0.0051
C -2.49666 4.08890 1.14964  0.0043
C -1.97534 3.16629 0.24757  0.0105
N -1.88627 1.78658 0.44902  0.1501
C -2.43353 1.20581 1.52460  0.0223
O -3.05696 1.70905 2.46129  0.0349
C -2.28183 -0.30137 1.53586  0.0042
C -2.79078 -1.04900 2.58708  0.0026
C -2.67721 -2.42677 2.53241  -0.0007
C -2.10155 -3.01479 1.41509  0.0033
C -1.61813 -2.19358 0.41258  0.0077
N -1.68350 -0.86667 0.49116  0.0807
C -1.45703 3.62517 -0.98357  0.0091
C -1.49863 4.98068 -1.28654  0.0075
C -2.02473 5.88318 -0.37605  0.0023
Cl -2.04027 7.57213 -0.80026  0.0003
N -0.85051 2.64943 -1.78490  0.1548
C -0.48044 2.91896 -3.04946  0.0228
O -0.76368 3.88581 -3.75367  0.0352
C 0.45449 1.88176 -3.63669  0.0075
C 0.73552 1.86921 -4.99377  0.0012
C 1.66730 0.96104 -5.46075  0.0028
C 2.30117 0.11547 -4.55967  0.0021
C 1.94346 0.18530 -3.22595  0.0089
N 1.04124 1.05484 -2.77491  0.0752
H -2.89265 3.75158 2.09156  0.0002
H -3.25958 -0.52298 3.40518  0.0008
H -3.05564 -3.03827 3.34097  -0.0001
H -2.02571 -4.08659 1.30847  0.0006
H -1.18805 -2.60684 -0.49249  0.0008
H -1.12627 5.33317 -2.23384  0.0005
H 0.23233 2.58096 -5.63096  0.0005
H 1.90497 0.91582 -6.51580  0.0001
H 3.04929 -0.59533 -4.88033  0.0004
H 2.39144 -0.45540 -2.47800  0.0003
C 3.59417 -0.10644 3.92083  0.0025
Si 1.92739 -0.91939 3.69006  0.0035
C 1.85891 -2.49336 4.71655  0.0002
C 0.57601 0.20906 4.28926  0.0031
C 1.77025 -1.45849 1.89091  0.0046
C 1.98101 -2.78134 1.54550  0.0035
C 1.81480 -3.23146 0.23361  0.0034
C 1.37793 -2.31517 -0.69360  0.0086
N 1.19324 -1.02491 -0.40853  0.0668
C 1.43328 -0.57272 0.83856  0.0241
S 1.20433 1.12719 1.04062  0.1853
H 3.78031 0.13843 4.96637  0.0001
H 3.63833 0.81669 3.34341  0.0023
H 4.39445 -0.76003 3.57338  0.0001
H 1.74988 -2.24323 5.77129  0.0001
H 2.75358 -3.10662 4.61620  0.0000
H 0.99911 -3.10052 4.42822  0.0000
H 0.58656 0.20598 5.38094  0.0002
H -0.41217 -0.11507 3.96020  0.0001
H 0.71152 1.22744 3.93507  0.0015
H 2.24474 -3.49958 2.31093  0.0002
H 1.96887 -4.26455 -0.04169  0.0004
H 1.15343 -2.60225 -1.71179  0.0005
C 0.33372 -3.35871 -4.16206  0.0010
O -0.18447 -2.13913 -3.65076  0.0065
C -1.41124 -2.15554 -3.09576  0.0272
S -2.30950 -3.54434 -3.01974  0.0480
S -1.97785 -0.57169 -2.72232  0.1207
H 1.33907 -3.11535 -4.49931  0.0001
H -0.27678 -3.71331 -4.99416  0.0003
H 0.35095 -4.13325 -3.39183  0.0005

HOMO (spin up / spin down) = -4.76 / -4.92 eV
2S+1 = 6
LUMO (spin up / spin down) = 2.291 / 1.390 eV
total charge = -1
frontier orbital gap (spin up / spin down) = 7.05 / 6.31 eV
energy relative to the best compared isomer or geometry (same formula, charge and spin) = 0.000 eV